Entry 1:
A cluster of 14 separate species, C49H135N9O18 in total at a distorted geometry. Source: the Open Molecules 2025 dataset; level of theory: ωB97M-V/def2-TZVPD.

Structure (XYZ):
```
211
C49H135N9O18 (ωB97M-V/def2-TZVPD)
C -15.055 -13.500 -14.643
O -14.101 -12.962 -15.515
H -14.702 -13.776 -13.649
H -15.947 -12.893 -14.490
H -15.443 -14.436 -15.044
H -14.324 -13.381 -16.349
C -9.599 -13.837 -16.717
O -9.205 -12.800 -15.870
H -10.046 -13.502 -17.653
H -8.800 -14.553 -16.909
H -10.349 -14.475 -16.249
H -9.955 -12.204 -15.804
C -10.803 -12.248 -9.202
O -9.685 -11.920 -8.433
H -10.515 -12.334 -10.250
H -11.257 -13.167 -8.832
H -11.602 -11.507 -9.215
H -9.286 -11.187 -8.908
C -10.786 -6.531 -11.810
O -11.003 -7.931 -11.605
H -11.244 -6.154 -12.725
H -11.140 -5.975 -10.943
H -9.701 -6.477 -11.896
H -10.704 -8.388 -12.394
C -7.633 -8.327 -17.972
O -6.684 -8.306 -16.936
H -7.453 -7.561 -18.726
H -7.639 -9.311 -18.442
H -8.626 -8.165 -17.552
H -6.626 -7.398 -16.630
C -7.975 -3.813 -18.908
O -7.322 -4.008 -17.662
C -5.979 -4.594 -17.755
C -5.503 -4.831 -16.274
N -6.261 -5.911 -15.554
C -5.832 -6.318 -14.171
C -6.252 -5.246 -13.132
O -7.574 -4.820 -13.331
C -7.951 -3.826 -12.417
H -8.167 -4.752 -19.426
H -7.330 -3.236 -19.571
H -8.904 -3.251 -18.819
H -5.161 -4.058 -18.237
H -6.000 -5.536 -18.303
H -5.351 -3.962 -15.634
H -4.538 -5.323 -16.395
H -7.190 -5.536 -15.433
H -4.762 -6.464 -14.026
H -6.345 -7.250 -13.933
H -5.513 -4.452 -13.239
H -6.156 -5.641 -12.120
H -7.964 -4.268 -11.420
H -8.991 -3.524 -12.545
H -7.269 -2.977 -12.420
C -10.460 -20.164 -15.813
O -10.366 -18.740 -15.592
C -10.023 -18.264 -14.293
C -9.882 -16.769 -14.340
N -9.060 -16.238 -13.275
C -9.057 -14.828 -13.165
C -8.133 -14.378 -12.029
O -8.660 -14.777 -10.766
C -7.849 -14.315 -9.682
H -11.020 -20.440 -16.706
H -11.030 -20.733 -15.078
H -9.514 -20.705 -15.837
H -9.054 -18.651 -13.979
H -10.784 -18.561 -13.571
H -10.878 -16.332 -14.417
H -9.428 -16.394 -15.257
H -9.370 -16.658 -12.410
H -10.016 -14.373 -12.917
H -8.711 -14.466 -14.133
H -8.014 -13.296 -12.097
H -7.152 -14.773 -12.293
H -6.786 -14.470 -9.870
H -8.130 -14.851 -8.775
H -8.105 -13.259 -9.603
C -15.304 -10.533 -12.587
O -15.034 -10.305 -11.201
C -14.083 -9.263 -11.096
C -13.827 -9.066 -9.540
N -12.801 -8.077 -9.226
C -12.453 -8.054 -7.826
C -11.448 -6.900 -7.543
O -10.476 -6.848 -8.529
C -9.538 -5.818 -8.303
H -14.432 -10.839 -13.164
H -15.758 -9.647 -13.031
H -15.944 -11.409 -12.692
H -14.409 -8.275 -11.420
H -13.147 -9.535 -11.584
H -13.601 -10.034 -9.093
H -14.777 -8.710 -9.142
H -12.015 -8.127 -9.858
H -11.995 -8.995 -7.523
H -13.359 -7.895 -7.242
H -11.049 -6.943 -6.529
H -12.036 -5.985 -7.621
H -9.141 -5.915 -7.292
H -9.963 -4.822 -8.428
H -8.752 -5.891 -9.055
C -14.365 -1.786 -22.375
O -14.686 -2.661 -21.298
C -13.579 -3.464 -20.995
C -14.075 -4.491 -19.939
N -12.997 -5.008 -19.057
C -12.463 -3.986 -18.157
C -11.338 -4.658 -17.337
O -10.960 -3.638 -16.482
C -9.922 -4.075 -15.589
H -15.183 -1.102 -22.603
H -14.125 -2.377 -23.258
H -13.533 -1.139 -22.098
H -12.776 -2.889 -20.534
H -13.129 -4.019 -21.818
H -14.575 -5.306 -20.462
H -14.808 -4.006 -19.294
H -13.447 -5.756 -18.548
H -13.304 -3.675 -17.537
H -12.115 -3.049 -18.592
H -10.607 -5.091 -18.020
H -11.786 -5.501 -16.812
H -9.223 -3.266 -15.378
H -9.321 -4.895 -15.982
H -10.419 -4.339 -14.655
C -16.217 -2.965 -15.974
C -15.932 -4.443 -16.022
C -15.135 -4.834 -14.803
O -14.771 -6.199 -15.085
C -14.073 -6.793 -13.977
N -17.173 -5.099 -15.990
H -15.337 -2.322 -15.940
H -16.775 -2.619 -15.104
H -16.726 -2.562 -16.850
H -15.369 -4.696 -16.920
H -15.767 -4.689 -13.926
H -14.302 -4.134 -14.741
H -14.578 -6.647 -13.022
H -13.062 -6.398 -13.886
H -13.923 -7.868 -14.076
H -17.028 -6.096 -15.923
H -17.707 -4.817 -15.180
C -13.624 -12.708 -19.026
C -15.074 -13.023 -18.696
C -15.951 -13.289 -19.982
O -16.278 -12.149 -20.747
C -17.247 -11.256 -20.196
N -15.089 -14.222 -17.818
H -12.987 -12.578 -18.151
H -13.633 -11.741 -19.529
H -13.178 -13.417 -19.723
H -15.475 -12.222 -18.076
H -16.869 -13.843 -19.787
H -15.421 -13.888 -20.723
H -17.475 -10.538 -20.984
H -16.912 -10.789 -19.270
H -18.190 -11.760 -19.987
H -16.001 -14.341 -17.402
H -14.862 -15.049 -18.352
C -7.036 -10.268 -9.115
C -7.820 -9.366 -10.089
C -7.717 -9.758 -11.544
O -6.396 -9.667 -12.103
C -6.336 -10.092 -13.469
N -9.180 -9.286 -9.674
H -7.128 -9.939 -8.080
H -5.985 -10.146 -9.380
H -7.184 -11.345 -9.193
H -7.381 -8.372 -10.012
H -8.488 -9.217 -12.093
H -7.938 -10.824 -11.595
H -5.317 -9.923 -13.817
H -7.034 -9.510 -14.070
H -6.538 -11.142 -13.684
H -9.685 -8.912 -10.464
H -9.421 -8.631 -8.944
C -14.103 -9.640 -17.009
C -13.191 -8.506 -17.357
C -12.258 -8.827 -18.633
O -11.402 -9.980 -18.306
C -10.371 -10.090 -19.327
N -14.019 -7.372 -17.547
H -14.522 -9.571 -16.005
H -13.568 -10.589 -17.016
H -14.827 -9.822 -17.803
H -12.510 -8.320 -16.526
H -11.621 -7.979 -18.885
H -12.818 -8.936 -19.562
H -10.841 -10.446 -20.244
H -9.538 -10.704 -18.986
H -9.859 -9.179 -19.635
H -14.741 -7.639 -18.202
H -14.473 -7.088 -16.691
C -11.002 -11.220 -13.271
C -11.313 -10.497 -14.619
C -10.170 -9.593 -15.063
O -10.018 -8.511 -14.141
C -9.380 -7.377 -14.778
N -11.558 -11.554 -15.579
H -11.797 -11.654 -12.665
H -10.636 -10.391 -12.664
H -10.160 -11.900 -13.403
H -12.181 -9.839 -14.599
H -10.325 -9.138 -16.041
H -9.288 -10.231 -15.024
H -9.228 -6.619 -14.010
H -9.946 -7.047 -15.649
H -8.393 -7.689 -15.119
H -11.621 -11.104 -16.481
H -12.445 -12.019 -15.450
```

Summary:
Total charge: +1
LUMO (spin up / spin down) (eV): -2.184 / -7.166
DFT total energy (hartree): -3794.340136
Kohn-Sham gap (spin up / spin down) (eV): 7.58 / 2.60
2S+1: 2

Results of the Löwdin charge analysis, in e, for atoms 1 through 6: number 1, C, carries -0.171; number 2, O, carries -0.144; number 3, H, carries 0.084; number 4, H, carries 0.067; number 5, H, carries 0.075; number 6, H, carries 0.006


Entry 2:
A structure of composition C49H38ClN9NaO5S. Source: the Open Molecules 2025 dataset; level of theory: ωB97M-V/def2-TZVPD.

Structure (XYZ):
```
104
C49H38ClN9NaO5S (ωB97M-V/def2-TZVPD)
Na 0.496 -0.282 -1.053
Cl -5.545 -2.729 -4.505
C -4.089 -2.492 -3.554
C -3.718 -3.442 -2.608
C -2.575 -3.254 -1.867
C -1.746 -2.092 -1.977
O -0.690 -1.978 -1.283
C -2.167 -1.149 -2.981
C -1.425 0.094 -3.295
N -1.044 0.905 -2.374
C -0.716 2.252 -2.572
C -1.036 3.013 -3.709
C -0.933 4.393 -3.701
C -0.524 5.074 -2.565
C -0.160 4.352 -1.435
C 0.217 5.033 -0.188
C 0.431 4.377 0.949
C 0.295 2.888 1.001
N 0.201 2.236 -0.311
C -0.205 2.955 -1.461
C -3.300 -1.383 -3.760
H -4.321 -4.332 -2.477
H -2.244 -4.015 -1.170
H -0.260 0.268 -4.792
H -1.407 2.510 -4.588
H -1.204 4.946 -4.592
H -0.490 6.157 -2.546
H 0.296 6.115 -0.221
H 0.695 4.901 1.859
H -0.506 2.578 1.677
H -3.565 -0.675 -4.535
C 3.603 2.762 0.323
O 2.772 2.840 1.487
C 1.620 2.098 1.203
N 1.613 1.760 -0.261
C 2.608 2.717 -0.824
C 3.180 2.344 -2.162
C 3.025 3.222 -3.231
C 3.572 2.923 -4.469
C 4.279 1.742 -4.643
C 4.424 0.859 -3.584
C 3.875 1.156 -2.346
C 1.508 0.889 2.099
C 2.479 0.559 3.035
C 2.265 -0.558 3.828
C 1.106 -1.298 3.664
C 0.205 -0.885 2.690
N 0.403 0.181 1.927
C -1.042 -1.628 2.416
N -1.785 -1.446 1.419
C -2.799 -2.495 1.464
C -2.695 -3.021 2.906
O -1.372 -2.611 3.313
C -4.159 -2.021 1.022
C -4.297 -0.856 0.277
C -5.548 -0.473 -0.187
C -6.669 -1.242 0.090
C -6.534 -2.407 0.832
C -5.284 -2.795 1.289
H 4.216 1.856 0.350
H 4.242 3.643 0.296
H 2.162 3.709 -0.904
H 2.448 4.131 -3.093
H 3.429 3.601 -5.301
H 4.686 1.492 -5.615
H 4.922 -0.090 -3.730
H 3.931 0.436 -1.539
H 3.362 1.172 3.135
H 2.998 -0.850 4.569
H 0.895 -2.174 4.260
H -2.479 -3.269 0.759
H -2.754 -4.103 2.994
H -3.427 -2.552 3.569
H -3.415 -0.276 0.039
H -5.641 0.426 -0.784
H -7.640 -0.943 -0.282
H -7.401 -3.022 1.042
H -5.182 -3.720 1.848
N 2.739 -6.116 -7.268
C 2.390 -5.044 -6.426
C 1.432 -5.216 -5.428
C 1.057 -4.154 -4.624
C 1.637 -2.909 -4.813
C 2.568 -2.720 -5.819
C 2.951 -3.784 -6.620
S 1.079 -1.531 -3.802
O -1.248 0.319 -4.620
O 1.277 -0.344 -4.716
N 2.124 -1.316 -2.584
C 2.314 -2.198 -1.600
N 2.673 -1.649 -0.394
C 2.916 -2.486 0.598
C 2.795 -3.862 0.491
C 2.393 -4.321 -0.758
N 2.166 -3.536 -1.789
H 2.609 -7.020 -6.837
H 3.669 -6.037 -7.652
H 0.976 -6.191 -5.290
H 0.319 -4.288 -3.843
H 2.974 -1.727 -5.970
H 3.678 -3.637 -7.412
H 3.205 -2.029 1.543
H 2.981 -4.527 1.321
H 2.251 -5.386 -0.930
```

Summary:
Total charge: -1
LUMO (eV): 1.918
DFT total energy (hartree): -3779.830242
Kohn-Sham gap (eV): 5.95
Energy above the lowest of the compared OMol25 structures with the same formula, charge and spin (kJ/mol): 381.6

Results of the Löwdin charge analysis, in e, for atoms 1 through 6: number 1, Na, carries 0.235; number 2, Cl, carries 0.577; number 3, C, carries -0.687; number 4, C, carries -0.129; number 5, C, carries -0.038; number 6, C, carries -0.407